(1)
{
  "formula": "C6H8F2IN",
  "method": "the ωB97M-V functional and the def2-TZVPD basis",
  "e_homo_ev": -9.63,
  "smiles": "CC/C=C/C#N.FC(F)I",
  "molar_mass_da": 259.04,
  "total_energy_ev": -21375.160,
  "relative_energy_kj_mol": 0.00,
  "symbols": ["C", "C", "C", "C", "C", "C", "N", "F", "F", "I", "H", "H", "H", "H", "H", "H", "H", "H"],
  "positions_angstrom": [[0.5367, 0.1813, 0.1464], [1.1442, 1.0217, 1.0422], [0.0028, -1.0269, 0.5924], [0.2652, 3.3014, 0.4094], [1.5905, 2.4432, 0.7560], [-1.5683, -4.0852, -1.3463], [-0.4606, -2.1036, 0.6479], [-1.0423, -5.3115, -1.0664], [-1.0834, -3.7175, -2.5321], [-3.7162, -4.2629, -1.6250], [0.1890, 0.5324, -0.8022], [1.1098, 0.7666, 2.0607], [-0.0946, 2.8989, -0.4594], [-0.5241, 3.1872, 1.1438], [0.6262, 4.2497, 0.3437], [2.0853, 2.3689, -0.2532], [2.1405, 3.0023, 1.4208], [-1.2008, -3.4458, -0.4788]]
}

***

(2)
{
  "formula": "C12H27AsN7O3S4W",
  "method": "the ωB97M-V functional and the def2-TZVPD basis",
  "e_homo_ev": [-9.51, -9.51],
  "charge": 1,
  "molar_mass_da": 704.42,
  "total_energy_ev": -135456.345,
  "relative_energy_kj_mol": 193.61,
  "symbols": ["W", "C", "N", "C", "C", "O", "C", "O", "C", "C", "O", "N", "C", "C", "H", "H", "H", "H", "H", "H", "H", "H", "H", "H", "H", "H", "H", "H", "H", "H", "S", "As", "S", "S", "S", "C", "N", "C", "C", "N", "N", "C", "N", "N", "H", "H", "H", "H", "H", "H", "H", "H", "H", "H", "H"],
  "positions_angstrom": [[0.2577, -0.9383, -0.4360], [-3.0628, -1.8552, -3.9643], [-3.7148, -1.4200, -2.7248], [-5.1599, -1.6256, -2.6000], [-2.9966, -0.8930, -1.7369], [-1.7758, -0.7185, -1.8421], [-3.7268, -0.5341, -0.4375], [-2.8276, 0.0684, 0.4528], [-2.6253, 1.4296, 0.3027], [-1.1349, 1.6623, 0.4713], [-0.3941, 0.7370, 0.1064], [-0.6491, 2.8762, 0.5117], [-1.2495, 3.8712, 1.4196], [0.7942, 3.0603, 0.2736], [-3.0366, -2.9441, -4.0088], [-3.6134, -1.4635, -4.8180], [-2.0460, -1.4796, -3.9868], [-5.4917, -2.2352, -3.4338], [-5.4069, -2.1522, -1.6783], [-5.7039, -0.6802, -2.6280], [-4.5994, 0.0981, -0.6271], [-4.0586, -1.4514, 0.0435], [-2.8486, 1.7857, -0.7058], [-3.2398, 1.9785, 1.0192], [-2.3212, 3.7249, 1.5048], [-0.7968, 3.7974, 2.4067], [-1.0670, 4.8664, 1.0243], [1.1293, 2.4045, -0.5175], [0.9500, 4.0954, -0.0230], [1.3690, 2.8541, 1.1754], [-0.5246, -4.9062, -2.4264], [-0.0884, -3.1624, -1.4177], [0.9780, -0.2948, -2.4947], [-1.3118, -2.6239, 0.4059], [1.8310, -2.8888, -0.3348], [5.4988, 0.0322, 1.8635], [4.5239, -0.1444, 0.7924], [5.0363, -0.5278, -0.5241], [3.1950, -0.0579, 0.9844], [2.3296, 0.0031, 0.0335], [2.7718, -0.0100, 2.3087], [1.5115, -0.3664, 2.7357], [1.2869, -0.1269, 4.0592], [0.6618, -0.8871, 1.9396], [6.4453, 0.3230, 1.4192], [5.6551, -0.8889, 2.4302], [5.2155, 0.8402, 2.5390], [5.9591, -1.0859, -0.3824], [5.2451, 0.3427, -1.1500], [4.3311, -1.1860, -1.0291], [2.7514, 0.0320, -0.8831], [3.4697, 0.1265, 3.0153], [2.0220, 0.1659, 4.6766], [0.4487, -0.4803, 4.4832], [-0.1960, -1.1468, 2.4127]]
}

***

(3)
{
  "formula": "C32H30AsMnN3O2",
  "method": "the ωB97M-V functional and the def2-TZVPD basis",
  "spin_multiplicity": 4,
  "e_homo_ev": [-19.56, -19.49],
  "charge": 4,
  "s2": 3.7836,
  "molar_mass_da": 618.47,
  "total_energy_ev": -134346.205,
  "symbols": ["N", "C", "C", "H", "H", "H", "N", "C", "C", "H", "H", "H", "N", "C", "C", "H", "H", "H", "Mn", "C", "O", "C", "O", "C", "C", "C", "C", "C", "C", "H", "H", "H", "H", "H", "H", "C", "C", "C", "C", "C", "C", "As", "C", "C", "C", "C", "C", "C", "C", "C", "C", "C", "C", "C", "H", "H", "H", "H", "H", "H", "H", "H", "H", "H", "H", "H", "H", "H", "H"],
  "positions_angstrom": [[1.8240, 1.2387, -1.9768], [1.4813, 1.0445, -3.0726], [1.0341, 0.7263, -4.3956], [1.4686, -0.2391, -4.6939], [1.3659, 1.5064, -5.0953], [-0.0601, 0.6580, -4.4145], [-1.0972, 3.3351, 1.5136], [-0.2706, 4.1504, 1.6460], [-0.0520, 5.4639, 2.1613], [0.3950, 6.2176, 1.5514], [0.4314, 5.4922, 3.1167], [-1.0701, 5.8672, 2.3607], [2.7455, 0.1080, 1.0923], [2.8528, -0.7348, 1.9021], [3.0023, -1.8256, 2.8182], [2.0572, -2.0101, 3.3487], [3.7917, -1.5890, 3.5506], [3.2906, -2.7324, 2.2621], [3.2687, 1.6569, -0.2534], [-0.2913, 0.6563, 2.2892], [0.2098, 1.2131, 3.1478], [-1.2165, 1.8849, -1.1549], [-1.0800, 3.0127, -1.3287], [3.9407, 2.9831, -1.5648], [4.7019, 1.7641, -1.5085], [5.0823, 1.2156, -0.1836], [4.6788, 1.9552, 1.0174], [3.8667, 3.1009, 0.8863], [3.5022, 3.5988, -0.3753], [3.5103, 3.3247, -2.5035], [4.7951, 1.1008, -2.4040], [5.4645, 0.1658, -0.0989], [4.8067, 1.5200, 2.0080], [3.4750, 3.5785, 1.7579], [2.8355, 4.4326, -0.4016], [-2.3523, -2.6445, -4.1317], [-2.3479, -1.2544, -3.9758], [-1.9465, -0.6931, -2.7643], [-1.5319, -1.5043, -1.7036], [-1.5562, -2.8974, -1.8519], [-1.9473, -3.4635, -3.0745], [-1.0526, -0.5430, -0.0313], [-2.9403, -0.3563, 0.5651], [-3.3544, 0.8459, 1.1418], [-4.7031, 1.0168, 1.4712], [-5.6321, 0.0045, 1.2050], [-5.2082, -1.2014, 0.6368], [-3.8564, -1.3810, 0.3155], [-0.6102, -2.1609, 1.0136], [-1.2781, -2.4227, 2.2077], [-0.9131, -3.5371, 2.9743], [0.1160, -4.3783, 2.5436], [0.7993, -4.0974, 1.3543], [0.4576, -2.9696, 0.6021], [-2.6780, -3.0827, -5.0773], [-2.6617, -0.6010, -4.7930], [-1.9766, 0.3906, -2.6361], [-1.2865, -3.5522, -1.0240], [-1.9407, -4.5498, -3.1910], [-2.6297, 1.6510, 1.3129], [-5.0361, 1.9497, 1.9295], [-6.6906, 0.1537, 1.4347], [-5.9218, -2.0024, 0.4306], [-3.5217, -2.3055, -0.1581], [-2.0885, -1.7665, 2.5320], [-1.4426, -3.7435, 3.9078], [0.3936, -5.2534, 3.1381], [1.6016, -4.7571, 1.0107], [0.9967, -2.7341, -0.3192]]
}

***

(4)
{
  "formula": "C36H41CuN5Se",
  "method": "the ωB97M-V functional and the def2-TZVPD basis",
  "spin_multiplicity": 2,
  "e_homo_ev": [1.91, -0.94],
  "charge": -2,
  "s2": 0.9888,
  "molar_mass_da": 686.27,
  "total_energy_ev": -155425.472,
  "symbols": ["Cu", "N", "N", "C", "C", "C", "C", "H", "H", "H", "C", "C", "H", "H", "H", "C", "C", "H", "H", "H", "C", "H", "H", "H", "C", "H", "H", "H", "C", "H", "C", "H", "C", "H", "C", "H", "C", "C", "H", "C", "C", "H", "C", "H", "N", "C", "C", "C", "H", "C", "C", "H", "H", "H", "C", "H", "C", "C", "H", "H", "H", "C", "H", "H", "H", "C", "N", "C", "Se", "N", "C", "C", "C", "C", "C", "C", "H", "H", "H", "H", "H", "H", "H", "H"],
  "positions_angstrom": [[-0.3758, 0.0663, -0.0817], [-0.6911, 4.1694, 0.8168], [-2.7082, 0.6786, -1.5133], [0.5440, -1.7615, 0.7238], [-0.3233, -1.1006, 1.6692], [0.3585, 0.0895, 2.0980], [-0.1482, 1.0931, 3.0809], [-1.0902, 0.7651, 3.5274], [-0.3676, 2.0840, 2.5479], [0.5915, 1.2766, 3.8547], [1.6495, 0.1088, 1.5024], [2.7385, 1.0447, 1.8820], [3.0900, 0.8075, 2.9003], [2.4042, 2.0885, 1.8859], [3.5944, 0.9633, 1.2041], [1.7329, -0.9714, 0.5936], [2.9130, -1.2973, -0.2479], [3.2422, -0.4109, -0.8111], [2.6861, -2.1005, -0.9578], [3.7501, -1.6369, 0.3813], [-1.5835, -1.6502, 2.2373], [-1.3897, -2.1539, 3.1971], [-2.0283, -2.3876, 1.5598], [-2.3093, -0.8485, 2.4189], [0.3662, -3.1573, 0.2496], [0.9258, -3.3287, -0.6766], [-0.6927, -3.3646, 0.0597], [0.7200, -3.8866, 0.9980], [-0.4873, 5.3679, 0.3185], [-0.2697, 6.1611, 1.0880], [-0.5070, 5.6206, -1.0812], [-0.3023, 6.6719, -1.3900], [-0.8000, 4.5521, -1.9611], [-0.8490, 4.7898, -3.0617], [-0.9536, 3.2433, -1.3996], [-1.2821, 2.4050, -2.0317], [-0.7397, 3.0471, 0.0499], [-0.6905, 1.9690, 1.0447], [-1.8499, 1.8566, 1.0351], [-1.8774, -0.2977, -1.3930], [-3.9828, 0.2610, -1.6336], [-4.6444, 1.0394, -1.3345], [-3.9708, -1.0191, -2.1526], [-4.8022, -1.5290, -2.6372], [-2.5748, -1.3815, -2.0271], [-2.1775, -2.7249, -2.1952], [-2.9751, -3.7426, -1.6293], [-2.6033, -5.0860, -1.8807], [-3.2335, -5.8796, -1.4706], [-1.4650, -5.3614, -2.6462], [-1.1407, -6.7754, -2.9869], [-0.0607, -6.9042, -3.0713], [-1.5922, -7.0525, -3.9455], [-1.5327, -7.4456, -2.2210], [-0.6378, -4.3377, -3.1315], [0.2596, -4.5499, -3.7160], [-0.9738, -2.9893, -2.8768], [-0.1083, -1.8419, -3.3059], [-0.6751, -1.0699, -3.8519], [0.6778, -2.2172, -3.9750], [0.3939, -1.3446, -2.4500], [-4.1126, -3.3930, -0.7146], [-4.9254, -2.8393, -1.2163], [-3.7860, -2.8062, 0.1685], [-4.5398, -4.3304, -0.3407], [2.4059, 4.5536, 1.3758], [3.2664, 4.2758, 0.2388], [3.0587, 3.3864, -0.7970], [1.6663, 2.2471, -1.2004], [4.2056, 3.4608, -1.5467], [5.1359, 4.3385, -0.9887], [6.4907, 4.5378, -1.2421], [7.2220, 5.2348, -0.2668], [6.6109, 5.7245, 0.9065], [5.2370, 5.5546, 1.1219], [4.5333, 4.8542, 0.1476], [1.4985, 3.9481, 1.3250], [2.1410, 5.6199, 1.3634], [2.9502, 4.3577, 2.3096], [4.3554, 2.8903, -2.3735], [6.9170, 4.1634, -2.1730], [8.2907, 5.4055, -0.4019], [7.2145, 6.2384, 1.6575], [4.7069, 5.9145, 2.0026]]
}

***

(5)
{
  "formula": "C6H12O",
  "method": "the ωB97M-V functional and the def2-TZVPD basis",
  "e_homo_ev": -8.38,
  "smiles": "C=CC=C(C)C.O",
  "molar_mass_da": 100.16,
  "total_energy_ev": -8462.585,
  "relative_energy_kj_mol": 170.72,
  "symbols": ["C", "C", "C", "C", "C", "C", "H", "H", "H", "H", "H", "H", "H", "H", "H", "H", "H", "H", "O"],
  "positions_angstrom": [[1.5553, 0.0774, -0.3723], [0.8722, 0.3878, 0.9519], [-0.2697, -0.1455, 1.4274], [-1.0617, -1.0732, 0.5500], [-2.3728, -1.2932, 0.7003], [1.4355, 1.6285, 1.6522], [1.1047, -0.8255, -0.7486], [2.6268, -0.0744, -0.2328], [1.4036, 0.9672, -0.9848], [-0.8623, 0.1243, 2.2893], [-0.5493, -1.5496, -0.2691], [-2.9632, -0.6858, 1.3783], [-2.9156, -2.0329, 0.1265], [1.3990, 2.3887, 0.8734], [2.4133, 1.3846, 2.0780], [0.8146, 1.9544, 2.4820], [-0.5549, 0.8979, -3.3637], [-0.9847, -0.5085, -3.7418], [-0.2157, 0.0956, -3.7291]]
}